# 1
Entry from the Open Molecules 2025 dataset: C20H24AsN2OsS4 as an isolated structure (ωB97M-V/def2-TZVPD).

XYZ file:
```
52
Properties=species:S:1:pos:R:3:mulliken_charge:R:1
Os 1.06 1.11 -0.07 1.301
S 1.46 4.60 0.99 -0.033
As 2.55 2.91 0.26 0.283
S 1.98 1.30 1.96 -0.314
S 1.83 2.13 -1.80 -0.354
S 4.59 3.01 -0.16 -0.275
C -2.22 1.43 -2.62 -1.288
C -2.52 2.26 -1.41 1.124
C -3.53 3.22 -1.41 -0.826
C -3.89 3.92 -0.28 -0.760
C -3.16 3.74 0.88 -0.767
C -2.11 2.80 0.91 1.801
C -1.36 2.75 2.20 -1.229
C -1.79 2.01 -0.20 -1.358
N -0.94 0.83 0.01 0.238
C -1.39 -0.42 0.02 1.020
C -2.78 -0.76 0.23 -1.592
C -0.39 -1.41 -0.06 0.623
C -0.74 -2.86 0.00 -1.728
N 0.93 -0.94 0.01 0.609
C 1.98 -1.89 0.03 -1.174
C 2.48 -2.31 1.28 1.592
C 1.78 -2.04 2.61 -1.831
C 3.60 -3.17 1.32 -0.661
C 4.15 -3.74 0.15 -0.659
C 3.72 -3.36 -1.08 -0.992
C 2.72 -2.33 -1.16 0.774
C 2.24 -1.71 -2.51 -0.983
H -1.17 1.13 -2.66 0.124
H -2.48 1.86 -3.55 0.532
H -2.82 0.47 -2.52 0.231
H -4.04 3.31 -2.28 0.639
H -4.80 4.53 -0.35 0.373
H -3.67 4.09 1.87 0.204
H -2.08 3.08 2.95 0.434
H -0.47 3.38 2.24 0.000
H -1.02 1.75 2.42 0.251
H -3.35 0.12 0.01 0.404
H -3.05 -1.02 1.23 0.323
H -3.13 -1.54 -0.45 0.444
H -1.40 -3.17 -0.79 0.547
H -1.14 -3.17 0.94 0.355
H 0.22 -3.40 -0.19 0.368
H 0.75 -1.69 2.54 0.255
H 2.37 -1.27 3.08 0.386
H 1.76 -2.97 3.18 0.470
H 4.06 -3.45 2.31 0.386
H 4.82 -4.56 0.32 0.420
H 4.00 -3.80 -2.01 0.477
H 2.75 -2.19 -3.28 0.507
H 2.52 -0.68 -2.51 0.120
H 1.15 -1.89 -2.62 0.207
```

net charge	+1
expectation value of S²	6.04
LUMO (alpha / beta)	-4.897 / -6.293	eV
energy relative to the best compared isomer or geometry (same formula, charge and spin)	71.1	kJ/mol
spin multiplicity	5

# 2
Entry from the Open Molecules 2025 dataset: a single C2H2FNO molecule (ωB97M-V/def2-TZVPD).

XYZ file:
```
7
Properties=species:S:1:pos:R:3:mulliken_charge:R:1
C 0.55 0.78 0.01 0.572
C -0.77 0.02 -0.06 -0.440
N 0.57 -0.49 -0.44 -0.015
O 1.25 1.76 0.13 -0.437
F 1.10 -1.66 0.23 -0.190
H -1.10 -0.28 0.86 0.280
H -1.61 -0.13 -0.74 0.230
```

LUMO	-0.365	eV
energy relative to the best compared isomer or geometry (same formula, charge and spin)	346.5	kJ/mol

# 3
Entry from the Open Molecules 2025 dataset: C30H35Br2Cl5IrN9OS as an isolated structure (ωB97M-V/def2-TZVPD).

XYZ file:
```
84
Properties=species:S:1:pos:R:3:mulliken_charge:R:1
Ir 0.72 -0.16 0.73 2.906
Br 3.06 -4.22 -1.27 -0.073
C 1.97 -3.30 -2.45 -0.001
C 2.11 -3.61 -3.79 -0.369
C 1.32 -3.00 -4.74 -0.032
Br 1.59 -3.45 -6.52 -0.057
C 0.27 -2.10 -4.36 1.010
C -0.61 -1.53 -5.29 -1.039
C -1.64 -0.74 -4.85 -1.251
C -1.77 -0.56 -3.47 -0.134
N -0.95 -1.06 -2.57 0.519
C 0.09 -1.80 -2.99 0.219
C 1.03 -2.31 -1.97 -0.255
O 1.03 -1.96 -0.75 -0.462
H 2.85 -4.33 -4.09 0.501
H -0.48 -1.74 -6.35 0.394
H -2.34 -0.29 -5.54 0.505
H -2.60 0.03 -3.10 0.327
N -3.33 -0.99 4.00 0.041
C -1.95 -0.59 3.51 1.389
C -0.91 -1.13 4.46 -1.643
C 0.47 -0.61 4.08 0.190
N 0.95 -1.06 2.74 -1.505
C 0.52 0.92 4.12 -1.703
C -0.50 1.52 3.16 0.231
N 0.01 1.49 1.76 -0.736
C -1.90 0.93 3.39 -1.101
H -3.36 -1.99 4.22 0.415
H -4.06 -0.80 3.31 0.357
H -3.58 -0.49 4.86 0.404
H -1.84 -1.06 2.54 -0.909
H -0.92 -2.22 4.47 0.488
H -1.11 -0.79 5.48 0.496
H 1.18 -1.01 4.81 0.480
H 0.94 -2.08 2.69 0.406
H 1.94 -0.84 2.77 0.283
H 1.52 1.28 3.89 0.441
H 0.30 1.26 5.14 0.623
H -0.60 2.58 3.38 0.586
H 0.78 2.17 1.72 0.268
H -0.72 1.88 1.16 0.321
H -2.60 1.29 2.62 -0.058
H -2.23 1.36 4.34 0.714
C -4.25 2.43 -0.34 -0.978
C -4.58 0.96 -0.56 -0.397
C -3.45 0.05 -0.20 -0.121
N -2.26 0.43 0.12 -0.372
N -1.41 -0.62 0.39 0.226
C -1.97 -1.79 0.25 -0.248
N -1.34 -2.96 0.53 -0.225
S -3.63 -1.69 -0.20 -0.198
H -5.11 3.05 -0.61 0.455
H -3.41 2.75 -0.95 0.035
H -4.01 2.64 0.70 0.251
H -4.84 0.78 -1.61 0.342
H -5.46 0.67 0.01 0.414
H -0.34 -2.95 0.34 0.081
H -1.80 -3.81 0.25 0.354
C -0.70 3.62 -2.94 -1.436
C 0.17 2.53 -2.43 0.488
C 1.37 2.03 -2.88 -1.336
C 1.73 1.00 -1.99 0.581
N 0.79 0.87 -1.05 0.537
N -0.13 1.83 -1.31 0.760
C 2.97 0.18 -2.13 -1.561
H -0.58 3.72 -4.02 0.429
H -0.43 4.57 -2.48 0.257
H -1.75 3.43 -2.73 0.299
H 1.93 2.36 -3.73 0.631
H -1.06 1.72 -0.91 -0.293
H 3.84 0.84 -2.15 0.497
H 2.95 -0.34 -3.09 0.402
H 3.11 -0.55 -1.34 0.025
Cl 3.21 -2.27 1.73 -0.171
C 3.69 -0.64 1.31 1.429
C 2.73 0.33 0.99 -1.681
C 3.27 1.61 0.78 0.856
Cl 2.24 2.99 0.45 -0.183
C 4.64 1.89 0.80 -0.133
Cl 5.22 3.47 0.50 -0.146
C 5.55 0.87 1.07 0.395
Cl 7.22 1.19 1.09 -0.130
C 5.07 -0.40 1.35 -0.182
Cl 6.17 -1.65 1.73 -0.143
```

net charge	+3
expectation value of S²	0.77
LUMO (alpha / beta)	-7.630 / -9.700	eV
energy relative to the best compared isomer or geometry (same formula, charge and spin)	61.5	kJ/mol
spin multiplicity	2

# 4
Entry from the Open Molecules 2025 dataset: C74H132F10InO30S2 as an isolated structure (ωB97M-V/def2-TZVPD).

XYZ file:
```
249
Properties=species:S:1:pos:R:3:mulliken_charge:R:1
In -1.05 0.32 3.04 3.866
C 1.48 3.40 1.96 0.442
F 0.97 4.56 1.61 -0.047
F 1.40 2.61 0.90 -0.120
F 2.78 3.38 2.27 -0.194
S 0.47 2.73 3.45 0.689
O 0.72 3.69 4.50 -0.593
O -0.95 2.73 3.08 -1.172
O 0.90 1.32 3.54 -0.460
C -0.58 0.57 -1.75 -0.544
F -0.68 1.53 -2.69 0.020
F -0.92 -0.59 -2.27 0.012
F 0.73 0.48 -1.38 0.186
S -1.47 0.87 -0.12 0.040
O -2.79 0.24 -0.23 -0.409
O -0.64 0.09 0.90 -1.365
O -1.36 2.28 0.04 -0.044
C 1.39 -1.81 2.66 -0.562
O 0.21 -1.54 3.45 0.687
C 0.50 -1.47 4.89 -0.516
C -0.74 -1.15 5.69 -1.120
O -1.37 0.06 5.31 0.031
C -1.38 1.08 6.41 -1.234
C -2.45 2.09 6.16 0.251
O -3.70 1.48 6.43 -0.314
C -4.67 2.38 6.90 -0.770
H 2.10 -0.96 2.74 0.402
H 0.97 -1.99 1.66 0.041
H 1.95 -2.72 3.06 -0.432
H 1.35 -0.82 5.03 0.492
H 0.88 -2.44 5.29 0.372
H -0.43 -1.14 6.81 0.738
H -1.43 -1.95 5.59 0.045
H -0.40 1.51 6.43 0.296
H -1.57 0.49 7.28 0.653
H -2.46 2.39 5.11 -0.306
H -2.28 3.01 6.76 0.697
H -5.06 2.94 6.06 0.213
H -4.23 3.06 7.66 0.365
H -5.45 1.73 7.35 0.232
C 2.52 -3.23 -1.43 0.104
O 2.19 -3.36 -2.80 -0.469
C 3.03 -2.69 -3.71 0.585
C 4.23 -3.44 -4.30 -0.576
O 5.39 -3.39 -3.57 -0.412
C 5.90 -2.17 -3.07 1.430
C 7.12 -2.37 -2.20 -0.857
O 6.79 -3.02 -0.99 -0.185
C 7.92 -3.42 -0.25 -0.816
H 2.81 -2.20 -1.20 -0.170
H 3.29 -3.89 -1.10 0.390
H 1.60 -3.36 -0.87 -0.025
H 3.30 -1.73 -3.31 -0.485
H 2.40 -2.38 -4.59 0.202
H 4.40 -3.21 -5.34 0.280
H 3.96 -4.49 -4.31 0.286
H 5.17 -1.64 -2.48 -0.741
H 6.15 -1.50 -3.95 0.032
H 7.52 -1.40 -1.91 0.167
H 7.88 -2.90 -2.76 0.569
H 8.44 -2.55 0.18 0.339
H 8.67 -4.06 -0.70 0.336
H 7.44 -3.91 0.60 0.158
C -7.67 -0.41 1.79 -0.563
O -6.51 -1.28 2.01 -0.009
C -6.83 -2.64 1.87 -0.828
C -6.61 -3.19 0.49 -0.838
O -5.25 -3.15 0.13 0.600
C -4.97 -3.63 -1.15 -1.159
C -3.56 -3.19 -1.47 0.594
O -2.64 -3.97 -0.71 0.116
C -2.07 -5.03 -1.56 -0.982
H -7.31 0.61 1.98 -0.203
H -8.36 -0.66 2.60 0.447
H -8.17 -0.48 0.81 0.335
H -7.79 -2.87 2.36 0.563
H -6.10 -3.14 2.54 0.214
H -7.21 -2.65 -0.22 0.435
H -7.03 -4.20 0.51 0.304
H -5.57 -3.09 -1.83 0.347
H -5.10 -4.74 -1.21 0.192
H -3.42 -2.14 -1.20 -0.739
H -3.51 -3.27 -2.56 0.398
H -1.38 -4.68 -2.29 0.300
H -2.95 -5.51 -2.00 0.387
H -1.52 -5.76 -0.91 0.172
C 2.09 0.66 -4.56 -0.983
O 3.28 1.00 -5.21 0.762
C 3.07 1.36 -6.59 -0.583
C 4.48 1.64 -7.11 -0.869
O 5.45 0.53 -6.97 -0.276
C 5.23 -0.59 -7.70 -0.043
C 6.31 -1.59 -7.60 -0.889
O 6.11 -2.54 -6.60 -0.110
C 7.31 -3.24 -6.21 -0.901
H 1.50 -0.12 -4.99 0.365
H 1.40 1.58 -4.55 0.200
H 2.32 0.43 -3.50 -0.193
H 2.59 2.37 -6.61 0.327
H 2.56 0.53 -7.15 0.245
H 4.77 2.43 -6.43 0.268
H 4.48 2.03 -8.11 0.469
H 5.17 -0.32 -8.81 0.300
H 4.28 -1.04 -7.41 0.116
H 7.27 -1.08 -7.51 0.371
H 6.30 -2.01 -8.59 0.363
H 7.13 -4.01 -5.45 0.183
H 8.04 -2.55 -5.82 0.387
H 7.79 -3.77 -7.07 0.362
C 3.92 -3.68 7.66 -0.802
O 4.63 -3.84 6.45 -0.296
C 4.89 -2.60 5.80 0.311
C 5.66 -2.89 4.48 -0.984
O 4.81 -2.41 3.46 0.204
C 5.36 -2.65 2.05 -1.478
C 5.27 -1.38 1.35 -0.319
O 4.02 -1.20 0.76 1.206
C 3.87 0.03 -0.02 -0.702
H 4.63 -3.36 8.43 0.321
H 3.53 -4.63 8.00 0.266
H 3.06 -3.06 7.42 0.272
H 5.49 -1.99 6.47 0.441
H 3.89 -2.24 5.49 -0.438
H 5.87 -3.95 4.30 0.362
H 6.56 -2.31 4.33 0.469
H 4.92 -3.58 1.74 0.188
H 6.39 -2.85 2.17 0.641
H 6.02 -1.26 0.61 0.168
H 5.46 -0.55 2.14 0.264
H 2.80 0.15 -0.19 -0.318
H 4.46 0.08 -0.94 -0.248
H 4.27 0.88 0.59 0.502
C -4.05 4.88 -3.90 -0.634
O -4.06 5.15 -2.53 -0.426
C -3.11 4.42 -1.73 0.100
C -3.42 4.75 -0.28 0.096
O -4.61 4.12 0.19 0.331
C -5.65 5.08 0.38 -0.161
C -6.84 4.53 1.15 -0.887
O -6.44 4.12 2.43 0.059
C -7.49 3.51 3.12 -0.918
H -3.39 5.58 -4.46 0.267
H -5.07 4.90 -4.31 0.284
H -3.62 3.93 -4.06 0.161
H -2.12 4.70 -2.05 0.660
H -3.29 3.35 -1.99 -0.469
H -3.53 5.87 -0.18 0.324
H -2.63 4.50 0.45 -0.290
H -5.97 5.56 -0.54 0.390
H -5.21 5.90 0.97 -0.415
H -7.22 3.71 0.58 0.391
H -7.60 5.32 1.07 0.483
H -8.00 2.67 2.59 0.304
H -8.30 4.18 3.31 0.378
H -7.17 3.10 4.06 0.174
C -3.78 2.19 2.44 -1.094
O -3.17 1.09 3.14 0.917
C -4.06 0.03 3.52 -1.685
C -3.81 -1.23 2.66 0.444
O -2.41 -1.46 2.82 0.317
C -2.05 -2.82 2.44 1.737
C -2.27 -3.88 3.43 -0.988
O -3.62 -4.21 3.70 -0.362
C -4.01 -5.31 2.96 -0.480
H -2.97 2.62 1.88 -0.383
H -4.03 2.93 3.17 0.249
H -4.58 1.90 1.82 0.757
H -5.07 0.42 3.45 0.830
H -3.85 -0.23 4.61 0.033
H -3.96 -0.95 1.59 -0.419
H -4.38 -2.09 2.95 0.447
H -0.99 -2.82 2.31 -1.078
H -2.55 -3.04 1.48 -0.077
H -1.83 -3.54 4.40 -0.373
H -1.71 -4.78 3.18 0.591
H -4.20 -5.08 1.95 0.076
H -4.85 -5.82 3.40 0.284
H -3.11 -5.96 2.93 0.337
C -5.75 0.87 -1.45 -0.397
O -5.21 0.75 -2.66 0.394
C -6.10 0.30 -3.70 -0.835
C -5.39 0.12 -4.98 -0.672
O -4.39 -0.91 -4.88 -0.418
C -3.09 -0.43 -4.99 -0.284
C -2.06 -1.49 -5.19 0.942
O -2.31 -2.04 -6.49 -0.407
C -1.26 -2.85 -6.97 -0.621
H -6.10 -0.11 -1.02 0.031
H -6.57 1.54 -1.44 0.546
H -5.02 1.24 -0.76 -0.368
H -6.92 0.95 -3.78 0.485
H -6.57 -0.66 -3.46 0.277
H -4.97 1.06 -5.17 0.382
H -6.11 -0.23 -5.72 0.366
H -2.88 0.04 -4.01 0.066
H -3.08 0.28 -5.83 0.395
H -1.97 -2.26 -4.33 -0.187
H -1.05 -0.99 -5.08 -0.372
H -1.55 -3.34 -7.88 0.286
H -0.87 -3.58 -6.20 0.221
H -0.49 -2.13 -7.26 0.236
F -2.73 5.36 5.08 -0.353
C -2.63 6.13 3.95 0.324
C -3.78 6.64 3.35 -0.041
C -3.74 7.55 2.34 -0.692
C -2.50 8.06 2.00 -0.543
C -1.31 7.55 2.57 -0.670
C -1.40 6.60 3.57 -0.257
H -4.71 6.19 3.65 0.302
H -4.59 7.83 1.75 0.592
H -2.44 8.84 1.28 0.423
H -0.33 7.81 2.25 0.484
H -0.46 6.21 3.98 0.447
F 5.68 3.37 0.36 -0.387
C 6.02 2.80 -0.84 0.407
C 5.11 3.04 -1.85 -0.184
C 5.39 2.51 -3.11 -0.021
C 6.55 1.77 -3.39 -0.697
C 7.40 1.46 -2.31 -0.202
C 7.12 1.93 -0.99 -0.716
H 4.23 3.65 -1.72 0.380
H 4.73 2.72 -3.92 0.228
H 6.71 1.56 -4.49 0.171
H 8.32 0.87 -2.41 0.455
H 7.77 1.67 -0.17 0.560
F 2.55 4.70 -4.97 -0.381
C 2.28 5.10 -3.68 0.385
C 1.15 4.62 -3.05 -0.200
C 0.86 5.03 -1.77 0.040
C 1.70 5.93 -1.16 -0.873
C 2.83 6.45 -1.83 -0.481
C 3.15 6.05 -3.09 -0.616
H 0.43 3.99 -3.64 0.377
H 0.02 4.63 -1.18 0.516
H 1.47 6.31 -0.15 0.429
H 3.49 7.20 -1.36 0.343
H 4.07 6.34 -3.61 0.431
F 0.38 -5.11 1.97 -0.151
C 1.55 -5.35 2.70 0.113
C 2.75 -5.69 2.09 -0.397
C 3.85 -6.01 2.92 -0.697
C 3.73 -5.91 4.26 -0.205
C 2.51 -5.65 4.86 -0.898
C 1.43 -5.33 4.08 -0.194
H 2.67 -5.69 0.99 0.419
H 4.80 -6.39 2.54 0.421
H 4.61 -6.08 4.87 0.470
H 2.43 -5.52 5.89 0.508
H 0.53 -5.16 4.63 0.595
```

net charge	+1
LUMO	-2.544	eV

Taking the records one at a time from the top gives E values of -130746.922, -8357.028, -263485.875, -194302.178 eV.